# 1
{"formula": "C30H33FeN2OSTe2", "method": "ωB97M-V with the def2-TZVPD basis set", "s2": 6.014, "spin_multiplicity": 5, "lumo_energy_ev": [-2.488, -2.814], "homo_lumo_gap_ev": [8.17, 7.82], "homo_energy_ev": [-10.7, -10.6], "de_lowest_kcal_mol": 0.0, "total_charge": 1, "elements": ["Fe", "S", "C", "C", "C", "C", "C", "N", "H", "H", "H", "H", "C", "Te", "C", "H", "H", "H", "H", "H", "H", "C", "C", "C", "C", "C", "C", "Te", "N", "C", "O", "C", "C", "C", "C", "C", "C", "C", "C", "C", "C", "C", "C", "C", "C", "C", "C", "H", "H", "H", "H", "H", "H", "H", "H", "H", "H", "H", "H", "H", "H", "H", "H", "H", "H", "H", "H", "H", "H", "H"], "positions_angstrom": [[1.091, -1.618, -1.872], [-0.750, -2.611, -3.036], [-0.709, -0.980, -3.664], [-1.495, -0.498, -4.720], [-1.307, 0.795, -5.154], [-0.341, 1.609, -4.550], [0.389, 1.081, -3.511], [0.194, -0.169, -3.070], [-2.220, -1.151, -5.184], [-1.903, 1.178, -5.973], [-0.166, 2.622, -4.882], [1.138, 1.662, -2.985], [4.294, -0.006, -3.078], [3.254, -1.811, -3.505], [4.523, -3.067, -2.355], [5.314, -0.097, -3.439], [4.284, 0.197, -2.011], [3.792, 0.795, -3.616], [4.482, -2.779, -1.309], [5.534, -2.979, -2.744], [4.172, -4.089, -2.472], [-5.899, 1.772, 3.404], [-4.686, 1.277, 2.677], [-4.807, 0.411, 1.595], [-3.698, -0.078, 0.919], [-3.899, -1.004, -0.251], [-2.434, 0.329, 1.369], [-0.833, -0.323, 0.218], [0.279, -1.191, 1.606], [1.290, -1.867, 1.143], [1.706, -1.920, -0.087], [2.102, -2.629, 2.137], [1.569, -2.932, 3.387], [2.320, -3.645, 4.305], [3.611, -4.043, 3.988], [4.150, -3.732, 2.748], [3.396, -3.032, 1.821], [0.226, 1.470, -0.040], [1.550, 1.530, 0.373], [2.282, 2.686, 0.149], [1.677, 3.770, -0.470], [0.353, 3.695, -0.873], [-0.402, 2.540, -0.676], [-1.832, 2.489, -1.131], [-2.265, 1.191, 2.463], [-0.935, 1.645, 2.988], [-3.415, 1.652, 3.092], [-6.806, 1.592, 2.830], [-5.826, 2.840, 3.607], [-6.003, 1.262, 4.363], [-5.795, 0.106, 1.270], [-4.958, -1.231, -0.363], [-3.372, -1.953, -0.136], [-3.563, -0.562, -1.193], [0.565, -2.611, 3.626], [1.899, -3.892, 5.270], [4.197, -4.598, 4.708], [5.158, -4.038, 2.501], [3.804, -2.794, 0.848], [2.011, 0.693, 0.882], [3.315, 2.740, 0.468], [2.236, 4.680, -0.639], [-0.112, 4.547, -1.355], [-1.997, 3.207, -1.933], [-2.524, 2.721, -0.319], [-2.107, 1.506, -1.527], [-0.118, 0.976, 2.735], [-0.976, 1.705, 4.075], [-0.696, 2.642, 2.612], [-3.309, 2.314, 3.944]]}

---

# 2
{"formula": "C18H18IN9O5SbSe4Tc", "method": "ωB97M-V with the def2-TZVPD basis set", "s2": 3.778, "spin_multiplicity": 4, "lumo_energy_ev": [-3.910, -4.798], "homo_lumo_gap_ev": [6.59, 5.94], "homo_energy_ev": [-10.5, -10.7], "de_lowest_kcal_mol": 0.0, "total_charge": 1, "elements": ["Tc", "O", "C", "C", "C", "C", "C", "C", "C", "O", "N", "N", "C", "C", "C", "C", "C", "C", "C", "O", "H", "H", "H", "H", "H", "H", "H", "H", "H", "H", "N", "N", "C", "N", "N", "N", "O", "O", "H", "H", "H", "H", "H", "I", "C", "C", "N", "N", "C", "H", "H", "H", "Se", "Sb", "Se", "Se", "Se"], "positions_angstrom": [[2.627, -13.267, 13.223], [5.141, -14.235, 8.403], [3.848, -14.484, 8.261], [3.278, -14.609, 6.996], [1.894, -14.804, 6.753], [0.998, -14.975, 7.805], [1.542, -14.817, 9.099], [2.950, -14.683, 9.329], [3.293, -14.468, 10.772], [2.408, -14.609, 11.699], [4.493, -14.045, 11.094], [4.528, -13.666, 12.417], [5.571, -13.927, 13.147], [5.584, -13.852, 14.554], [6.841, -13.901, 15.181], [6.886, -13.782, 16.595], [5.697, -13.716, 17.282], [4.438, -13.961, 16.682], [4.415, -14.004, 15.330], [3.291, -14.334, 14.649], [5.444, -14.094, 9.322], [3.963, -14.472, 6.210], [1.526, -14.602, 5.747], [-0.110, -15.013, 7.663], [0.915, -14.782, 10.031], [6.404, -14.412, 12.645], [7.721, -13.982, 14.524], [7.852, -13.871, 17.048], [5.720, -13.559, 18.403], [3.545, -13.944, 17.305], [3.205, -10.735, 11.085], [1.984, -10.103, 11.243], [0.898, -10.693, 11.838], [-0.086, -9.877, 12.148], [1.141, -11.963, 12.241], [0.136, -12.491, 12.986], [0.660, -13.279, 13.816], [-1.036, -12.345, 12.812], [4.043, -10.274, 11.493], [3.483, -10.989, 10.111], [1.714, -9.337, 10.654], [0.177, -8.910, 12.086], [-1.027, -10.201, 12.308], [-1.134, -8.519, 7.682], [-1.574, -10.318, 8.687], [-2.740, -10.782, 9.193], [-2.538, -11.961, 9.759], [-1.240, -12.329, 9.658], [-0.682, -11.337, 8.952], [-3.683, -10.525, 8.792], [-3.256, -12.621, 10.132], [0.372, -11.236, 8.731], [3.422, -11.290, 14.360], [2.251, -8.205, 15.766], [2.558, -6.693, 13.793], [1.297, -10.677, 15.341], [0.584, -6.366, 15.179]]}

---

# 3
{"formula": "C44H45ClHfN3S4", "method": "ωB97M-V with the def2-TZVPD basis set", "lumo_energy_ev": -3.831, "homo_lumo_gap_ev": 5.22, "homo_energy_ev": -9.1, "de_lowest_kcal_mol": 71.8, "total_charge": 1, "elements": ["Hf", "S", "C", "C", "C", "C", "C", "C", "S", "C", "C", "C", "C", "C", "C", "C", "S", "C", "C", "C", "C", "C", "C", "S", "N", "H", "H", "H", "H", "H", "H", "H", "H", "H", "H", "H", "H", "H", "H", "H", "C", "C", "C", "C", "C", "C", "C", "N", "C", "C", "C", "C", "C", "C", "C", "N", "C", "C", "C", "C", "H", "H", "H", "H", "H", "H", "H", "H", "H", "H", "H", "H", "H", "H", "H", "H", "H", "H", "H", "H", "H", "H", "H", "H", "Cl", "C", "C", "C", "C", "C", "C", "C", "H", "H", "H", "H", "H", "H"], "positions_angstrom": [[-0.205, 1.032, -0.581], [-2.032, 2.327, 0.787], [-3.576, 2.450, -0.028], [-4.657, 3.012, 0.653], [-5.910, 3.077, 0.067], [-6.127, 2.576, -1.213], [-5.067, 2.018, -1.906], [-3.805, 1.969, -1.313], [-2.466, 1.326, -2.264], [-1.848, 2.861, -3.057], [-0.446, 3.325, -2.745], [0.064, 4.299, -3.517], [1.333, 4.882, -3.158], [1.985, 4.459, -2.065], [1.451, 3.376, -1.262], [2.121, 2.877, -0.196], [1.845, -0.616, -0.486], [2.519, -0.629, -2.202], [3.688, -1.546, -2.165], [3.791, -2.606, -2.972], [2.726, -2.888, -3.893], [1.580, -2.151, -3.961], [1.394, -1.053, -3.091], [-0.059, -0.210, -3.103], [0.227, 2.792, -1.664], [-4.500, 3.389, 1.658], [-6.733, 3.517, 0.620], [-7.110, 2.621, -1.663], [-5.207, 1.617, -2.906], [-2.554, 3.621, -2.733], [-1.956, 2.736, -4.131], [-0.501, 4.669, -4.366], [1.751, 5.673, -3.771], [2.939, 4.881, -1.766], [1.837, 1.947, 0.290], [3.069, 3.296, 0.119], [4.481, -1.280, -1.473], [4.665, -3.243, -2.946], [2.830, -3.743, -4.552], [0.779, -2.423, -4.639], [0.064, 1.411, 6.747], [0.723, 0.267, 5.963], [2.239, 0.275, 6.213], [0.147, -1.060, 6.456], [0.487, 0.472, 4.470], [0.874, 1.653, 3.841], [0.697, 1.801, 2.485], [0.151, 0.841, 1.717], [-0.296, -0.278, 2.318], [-0.120, -0.485, 3.670], [-1.056, -1.238, 1.470], [-1.575, -2.415, 1.976], [-2.315, -3.274, 1.174], [-2.497, -2.887, -0.151], [-1.948, -1.713, -0.598], [-1.240, -0.892, 0.189], [-2.909, -4.579, 1.682], [-2.284, -5.745, 0.896], [-4.425, -4.550, 1.441], [-2.647, -4.789, 3.172], [0.202, 1.242, 7.818], [-1.009, 1.461, 6.545], [0.503, 2.382, 6.507], [2.436, 0.136, 7.279], [2.694, 1.220, 5.906], [2.733, -0.534, 5.666], [0.353, -1.165, 7.523], [0.602, -1.918, 5.951], [-0.938, -1.107, 6.322], [1.326, 2.467, 4.394], [1.002, 2.709, 1.983], [-0.482, -1.398, 4.117], [-1.401, -2.668, 3.010], [-3.059, -3.497, -0.846], [-2.057, -1.414, -1.632], [-2.467, -5.654, -0.178], [-2.720, -6.690, 1.231], [-1.203, -5.792, 1.055], [-4.670, -4.488, 0.378], [-4.889, -3.699, 1.948], [-4.873, -5.466, 1.833], [-1.578, -4.851, 3.396], [-3.100, -5.733, 3.483], [-3.091, -3.994, 3.780], [6.162, 0.890, -2.405], [5.269, 0.812, -3.905], [6.001, 0.787, -5.083], [5.343, 0.698, -6.300], [3.956, 0.643, -6.334], [3.241, 0.675, -5.148], [3.876, 0.752, -3.905], [3.053, 0.779, -2.632], [7.081, 0.837, -5.039], [5.917, 0.683, -7.220], [3.434, 0.589, -7.283], [2.155, 0.669, -5.179], [2.193, 1.429, -2.777], [3.623, 1.161, -1.794]]}

---

Max |F|, record by record: 0.0115; 0.0627; 0.0157 Eh/bohr